C12H14InO16S3 | ωB97M-V/def2-TZVPD

Positions of all 46 atoms, in Å:
In (2.266, 2.001, 4.074)
C (0.554, 1.980, -0.579)
C (0.270, 0.959, -1.546)
C (0.155, -0.453, -1.059)
O (-0.025, -1.345, -1.831)
C (0.329, -0.717, 0.338)
C (0.744, 0.292, 1.286)
C (0.726, 1.739, 0.833)
O (0.922, 2.609, 1.660)
O (1.181, 0.034, 2.383)
O (0.182, 1.233, -2.710)
H (0.632, 3.036, -0.819)
H (0.152, -1.716, 0.724)
C (-3.355, -2.525, 0.306)
C (-2.602, -3.523, -0.553)
O (-3.198, -4.778, -0.247)
S (-3.462, -4.811, 1.355)
O (-2.341, -5.363, 2.014)
O (-4.754, -5.334, 1.566)
O (-3.417, -3.230, 1.580)
H (-4.396, -2.277, 0.110)
H (-2.770, -1.609, 0.402)
H (-1.561, -3.573, -0.228)
H (-2.766, -3.283, -1.600)
C (-1.912, 4.198, -1.793)
C (-2.343, 3.790, -0.397)
O (-3.438, 4.594, -0.058)
S (-4.248, 5.068, -1.369)
O (-4.441, 6.456, -1.251)
O (-5.332, 4.211, -1.631)
O (-3.105, 4.713, -2.412)
H (-1.577, 3.384, -2.430)
H (-1.203, 5.028, -1.796)
H (-1.564, 3.939, 0.356)
H (-2.557, 2.715, -0.332)
C (6.055, -1.622, -0.375)
C (5.993, -2.387, 0.983)
O (5.041, -1.701, 1.792)
S (4.063, -0.837, 0.920)
O (3.741, 0.379, 1.560)
O (2.992, -1.645, 0.458)
O (5.068, -0.544, -0.239)
H (5.673, -2.255, -1.168)
H (6.968, -1.068, -0.540)
H (6.974, -2.348, 1.445)
H (5.681, -3.414, 0.819)

For the LUMO energy, the calculation gives -8.2 eV. The HOMO energy comes out at -0.4853 Ha. The molar mass comes out at 625.25 g mol⁻¹. Its charge is +1. Its frontier orbital gap is 4.99 eV.

Here are the Löwdin charges for atoms 1 to 4, given in e: atom 1 (In): 1.120, atom 2 (C): 0.217, atom 3 (C): -0.342, atom 4 (C): -0.335